[1]
A molecular structure, C20H44BiNO2P2. Source: the Open Molecules 2025 dataset; level of theory: wB97M-V/def2-TZVPD.

```
! wB97M-V def2-TZVPD RIJCOSX def2/J DEFGRID3
* xyz 2 1
Bi 0.255 0.407 -0.022
P -1.439 1.307 1.842
P 0.296 -0.675 -2.475
N -1.867 1.261 -1.280
C -2.998 1.663 0.945
H -3.823 1.230 1.533
H -3.147 2.754 0.947
C -3.116 1.143 -0.499
H -3.416 0.084 -0.514
H -3.918 1.693 -1.025
C -1.988 0.969 -2.747
H -1.471 1.763 -3.313
H -3.050 1.006 -3.019
C -1.423 -0.413 -3.074
H -1.437 -0.589 -4.159
H -2.051 -1.188 -2.605
C 0.790 -2.408 -2.865
C 0.312 -3.379 -1.778
H -0.780 -3.414 -1.696
H 0.733 -3.124 -0.795
H 0.662 -4.390 -2.027
C 1.312 0.512 -3.465
C 2.720 0.710 -2.870
H 3.035 1.747 -3.052
H 3.455 0.049 -3.348
H 2.766 0.550 -1.781
C -0.764 2.935 2.429
C 0.432 2.757 3.376
H 0.939 3.727 3.479
H 1.171 2.040 2.995
H 0.121 2.447 4.383
C -1.755 0.199 3.280
C -0.457 -0.440 3.798
H -0.718 -1.285 4.452
H 0.131 0.272 4.393
H 0.196 -0.824 3.001
C -1.398 -1.606 0.511
O -2.068 -2.507 0.746
C 1.325 0.128 -4.958
H 0.814 -0.821 -5.181
H 0.825 0.912 -5.544
H 2.355 0.057 -5.331
C -1.836 3.881 2.993
H -1.405 4.498 3.792
H -2.189 4.562 2.208
H -2.710 3.361 3.407
C -2.538 0.885 4.402
H -2.738 0.143 5.187
H -1.974 1.707 4.863
H -3.509 1.264 4.059
C 2.294 -2.556 -3.103
H 2.883 -2.220 -2.237
H 2.522 -3.620 -3.258
H 2.635 -2.015 -3.993
H 0.248 -2.625 -3.802
H -2.392 -0.599 2.861
H 0.768 1.468 -3.363
H -0.383 3.377 1.491
H -1.354 2.194 -1.140
H 0.171 2.258 -0.625
C 4.020 -1.856 0.725
C 2.667 -1.817 1.358
C 2.128 -3.069 1.963
O 2.041 -0.730 1.447
H 4.378 -2.889 0.684
H 4.728 -1.257 1.318
H 3.997 -1.442 -0.297
H 2.164 -2.997 3.060
H 1.086 -3.243 1.667
H 2.737 -3.923 1.649
*
```

Output
HOMO-LUMO gap: 7.41 eV
LUMO level: -6.20 eV

---

[2]
7 unconnected molecules or ions with the total composition C20H44ClN4O10. Source: the Open Molecules 2025 dataset; level of theory: wB97M-V/def2-TZVPD.

```
! wB97M-V def2-TZVPD RIJCOSX def2/J DEFGRID3
* xyz -3 1
N 18.261 9.309 6.768
H 17.456 8.644 6.648
H 18.033 9.989 7.526
H 18.367 9.874 5.917
H 19.174 8.825 6.886
N 14.780 10.071 6.204
H 14.195 9.610 6.959
H 15.523 9.328 6.179
H 15.076 11.003 6.566
H 14.313 10.101 5.309
C 16.396 14.012 6.751
C 16.280 12.820 7.520
C 17.565 12.054 7.979
O 17.413 11.066 8.726
C 18.792 12.463 7.411
C 18.914 13.623 6.639
C 17.657 14.437 6.315
O 17.746 15.522 5.674
O 20.047 13.926 6.188
O 15.207 12.305 7.895
H 15.544 14.617 6.481
H 19.663 11.841 7.596
O 13.566 8.602 8.198
C 13.963 7.320 7.895
C 15.413 7.041 7.393
O 15.963 7.837 6.374
H 13.325 6.968 7.049
H 13.724 6.590 8.700
H 15.459 5.975 7.088
H 16.110 7.131 8.253
Cl 17.025 10.335 2.988
O 15.575 10.468 2.982
O 17.584 11.116 1.899
O 17.523 10.850 4.256
O 17.405 8.954 2.833
C 19.316 6.143 6.635
C 20.645 6.799 6.375
N 20.801 8.109 7.025
C 21.048 8.014 8.443
C 20.844 9.337 9.221
C 21.888 8.868 6.366
C 21.494 9.412 4.988
H 19.244 5.877 7.694
H 19.305 5.164 6.144
H 18.428 6.683 6.307
H 21.476 6.114 6.625
H 20.799 6.972 5.309
H 22.058 7.611 8.651
H 20.403 7.253 8.891
H 21.565 10.091 8.908
H 20.934 9.160 10.292
H 19.858 9.757 9.016
H 22.090 9.739 6.984
H 22.785 8.238 6.274
H 20.686 10.135 5.078
H 22.393 9.854 4.552
H 21.190 8.660 4.258
C 16.692 10.935 12.788
C 16.887 9.479 12.389
N 15.972 9.008 11.354
C 16.447 7.750 10.775
C 17.766 7.935 10.018
C 14.677 8.812 11.986
C 13.555 8.387 11.048
H 16.758 11.541 11.881
H 17.571 11.260 13.352
H 15.764 11.148 13.312
H 17.919 9.369 12.045
H 16.875 8.774 13.245
H 16.555 6.948 11.529
H 15.679 7.408 10.084
H 17.840 7.088 9.330
H 17.726 8.810 9.368
H 18.620 7.973 10.692
H 14.377 9.739 12.476
H 14.680 8.076 12.818
H 13.629 7.345 10.737
H 13.577 8.990 10.131
H 12.595 8.583 11.531
*
```

Output
HOMO-LUMO gap: 4.81 eV
energy relative to the best compared isomer or geometry (same formula, charge and spin): 0.0 kJ/mol
LUMO level: 5.99 eV

---

[3]
A molecular structure, C20H44GdNO7PS3. Source: the Open Molecules 2025 dataset; level of theory: wB97M-V/def2-TZVPD.

```
! wB97M-V def2-TZVPD RIJCOSX def2/J DEFGRID3
* xyz 3 8
Gd 0.271 -0.176 0.537
C 0.896 3.296 0.794
C -0.051 3.195 1.954
O -0.645 1.886 1.932
C -1.986 1.805 2.451
C -2.858 1.224 1.380
O -2.321 -0.024 0.906
C -2.889 -1.209 1.494
C -2.098 -1.672 2.679
O -0.721 -1.767 2.282
C -0.027 -2.969 2.676
C 0.838 -3.404 1.532
O 1.696 -2.325 1.123
C 2.871 -2.235 1.941
C 3.332 -0.818 1.918
O 2.211 -0.021 2.314
C 2.575 1.280 2.794
C 2.857 2.181 1.627
O 1.750 2.151 0.712
H 1.483 4.210 0.866
H 0.340 3.314 -0.132
H -0.818 3.962 1.845
H 0.450 3.350 2.908
H -2.352 2.792 2.728
H -1.972 1.189 3.343
H -2.876 1.888 0.527
H -3.877 1.091 1.740
H -2.858 -1.969 0.723
H -3.924 -1.036 1.779
H -2.473 -2.644 2.992
H -2.180 -0.993 3.523
H -0.736 -3.761 2.906
H 0.553 -2.760 3.571
H 0.224 -3.638 0.678
H 1.424 -4.279 1.806
H 3.640 -2.903 1.558
H 2.634 -2.516 2.965
H 3.665 -0.528 0.923
H 4.153 -0.689 2.620
H 3.443 1.213 3.447
H 1.731 1.633 3.378
H 3.732 1.843 1.081
H 3.046 3.198 1.968
C 3.288 1.093 -1.943
S 2.232 -0.335 -1.650
C 3.443 -1.668 -1.695
H 4.141 1.075 -1.265
H 2.693 1.986 -1.777
H 3.634 1.062 -2.976
H 3.780 -1.790 -2.723
H 2.952 -2.578 -1.353
H 4.291 -1.434 -1.052
S -0.677 1.220 -1.818
C -1.436 2.690 -2.286
N -1.636 2.981 -3.570
C -2.479 4.144 -3.892
C -2.548 4.992 -2.615
S -2.160 3.858 -1.233
H -1.312 2.356 -4.300
H -3.463 3.804 -4.206
H -2.032 4.701 -4.710
H -3.540 5.403 -2.453
H -1.821 5.795 -2.608
C -1.962 -4.139 -1.305
P -1.176 -2.674 -1.941
C 0.061 -3.214 -3.099
C -2.418 -1.774 -2.843
O -0.552 -1.822 -0.829
H -2.355 -4.725 -2.144
H -2.794 -3.878 -0.648
H -1.244 -4.755 -0.762
H -0.402 -3.799 -3.900
H 0.794 -3.839 -2.584
H 0.557 -2.342 -3.531
H -2.897 -2.425 -3.582
H -1.947 -0.932 -3.352
H -3.171 -1.401 -2.144
*
```

Output
expectation value of S²: 16.0517
HOMO-LUMO gap (spin up / spin down): 9.77 / 5.11 eV
LUMO level (spin up / spin down): -7.42 / -11.76 eV

---

[4]
A molecular structure, C20H44LaNO2P3. Source: the Open Molecules 2025 dataset; level of theory: wB97M-V/def2-TZVPD.

```
! wB97M-V def2-TZVPD RIJCOSX def2/J DEFGRID3
* xyz 3 1
La 0.824 -0.021 0.261
P 1.591 2.373 -1.072
P -0.652 1.990 1.904
P 1.234 -2.729 -0.656
H -4.107 -0.331 1.305
C -3.664 -1.317 1.136
C -3.294 -2.168 2.114
H -3.487 -1.980 3.185
C 0.016 2.869 -1.870
C 2.386 3.995 -0.684
C 2.526 1.801 -2.539
C -1.627 1.300 3.305
C 0.531 3.018 2.871
C -1.807 3.269 1.329
C 0.457 -4.238 0.036
C 2.850 -3.437 -1.125
C 0.372 -2.583 -2.268
H -3.436 -1.567 0.096
H -2.873 -3.148 1.874
H 0.104 2.813 -2.969
H -0.239 3.903 -1.580
H -0.833 2.224 -1.553
H 2.889 4.421 -1.573
H 3.157 3.835 0.096
H 1.642 4.724 -0.306
H 2.849 2.664 -3.131
H 1.907 1.143 -3.168
H 3.421 1.243 -2.227
H -2.291 2.071 3.724
H -0.960 0.935 4.101
H -2.239 0.457 2.952
H 0.011 3.892 3.285
H 1.325 3.386 2.210
H 0.994 2.449 3.688
H -2.171 3.865 2.171
H -2.654 2.772 0.841
H -1.304 3.910 0.603
H 0.171 -4.929 -0.776
H -0.438 -3.957 0.617
H 1.188 -4.725 0.699
H 2.748 -4.108 -1.992
H 3.237 -4.001 -0.266
H 3.549 -2.628 -1.395
H 0.379 -3.516 -2.838
H 0.805 -1.774 -2.878
H -0.677 -2.304 -2.069
C -2.319 -0.449 -3.438
C -2.731 0.763 -4.026
C -3.459 0.715 -5.210
C -3.882 -0.499 -5.746
C -3.538 -1.693 -5.100
C -2.795 -1.675 -3.919
O -1.379 -0.388 -2.400
H -1.103 0.559 -2.252
H -2.475 1.713 -3.530
H -3.698 1.656 -5.714
H -4.485 -0.540 -6.662
H -3.840 -2.647 -5.511
H -2.576 -2.578 -3.349
C 2.464 -2.214 3.972
N 2.845 -0.801 4.153
C 3.440 -0.363 5.416
C 2.527 0.102 3.258
O 1.853 -0.195 2.209
H 2.919 -2.775 4.787
H 2.818 -2.602 3.006
H 1.374 -2.349 4.014
H 4.289 0.298 5.182
H 2.703 0.217 5.997
H 3.763 -1.250 5.960
H 2.871 1.135 3.435
*
```

Output
HOMO-LUMO gap: 5.64 eV
energy relative to the best compared isomer or geometry (same formula, charge and spin): 33.8 kJ/mol
LUMO level: -9.75 eV

---

Record-wise E values, in Eh: -1890.40454, -2219.67739, -3670.73093, -2048.41129
Record-wise max |F| values, in hartree/bohr: 0.0869, 0.0474, 0.0159, 0.0523